1.
Formula: C4H9NO
Source: OMol25
Level of theory: wB97M-V/def2-TZVPD

Output
charge	0
relative energy (zero: lowest compared OMol25 entry of this formula, charge and spin)	186.2	kJ/mol
spin multiplicity	1
SMILES	CN1CC[C@H]1O

Atoms and positions in Å:
C1 1.632 -0.403 -0.824
N1 0.361 -0.577 -0.151
C2 -0.834 -0.142 -0.888
C3 -1.292 0.684 0.325
C4 0.037 0.274 0.997
O1 -0.096 -0.373 2.228
H1 1.649 0.498 -1.467
H2 1.858 -1.266 -1.460
H3 2.437 -0.307 -0.089
H4 -0.608 0.467 -1.774
H5 -1.484 -0.971 -1.191
H6 -1.440 1.753 0.162
H7 -2.176 0.294 0.837
H8 0.789 1.059 1.164
H9 -0.834 -0.991 2.130



2.
Formula: C3H9NS2
Source: OMol25
Level of theory: wB97M-V/def2-TZVPD

Output
charge	0
relative energy (zero: lowest compared OMol25 entry of this formula, charge and spin)	558.7	kJ/mol
spin multiplicity	1

Atoms and positions in Å:
N1 1.880 -0.738 -1.529
C1 0.636 -0.042 -1.296
C2 0.881 0.936 -0.194
S1 1.542 0.107 1.260
S2 -2.205 0.069 -0.455
C3 -1.991 -0.481 1.266
H1 2.085 -1.049 -0.611
H2 2.597 -0.108 -1.864
H3 -0.088 0.281 -2.182
H4 -0.019 -0.882 -0.854
H5 1.533 1.820 -0.554
H6 -0.043 1.199 0.266
H7 -1.195 -1.181 1.514
H8 -1.664 0.502 1.734
H9 -2.925 -0.715 1.713



3.
Formula: C6H10O
Source: OMol25
Level of theory: wB97M-V/def2-TZVPD

Output
charge	0
relative energy (zero: lowest compared OMol25 entry of this formula, charge and spin)	150.8	kJ/mol
spin multiplicity	1
SMILES	C[C@H]1C[C@H]2OC[C@@H]12

Atoms and positions in Å:
C1 1.776 -0.596 -0.190
C2 0.761 0.331 0.460
C3 0.018 1.364 -0.436
C4 -1.335 0.871 0.130
O1 -2.010 -0.060 -0.726
C5 -1.224 -1.151 -0.208
C6 -0.606 -0.256 0.887
H1 2.066 -1.406 0.490
H2 2.677 -0.044 -0.476
H3 1.376 -1.054 -1.101
H4 1.224 0.837 1.314
H5 0.275 2.410 -0.242
H6 0.090 1.175 -1.513
H7 -2.009 1.615 0.570
H8 -0.484 -1.521 -0.932
H9 -1.817 -2.037 0.029
H10 -0.779 -0.478 1.945



4.
Formula: C38H35MgN2O4PS
Source: OMol25
Level of theory: wB97M-V/def2-TZVPD

Output
charge	0
relative energy (zero: lowest compared OMol25 entry of this formula, charge and spin)	1.2	kJ/mol
spin multiplicity	1

Atoms and positions in Å:
Mg1 -0.533 1.089 -1.070
C1 -3.566 1.519 -1.712
C2 -3.842 1.802 -0.241
C3 -3.631 3.280 0.086
C4 -3.064 0.882 0.707
C5 -3.498 1.041 2.165
O1 -2.299 1.442 2.857
C6 -1.300 1.483 1.952
N1 -1.614 1.185 0.752
C7 0.027 1.784 2.579
C8 -0.048 2.284 3.883
C9 1.085 2.526 4.636
C10 2.331 2.239 4.105
C11 2.418 1.747 2.815
C12 1.293 1.535 2.020
P1 1.634 0.942 0.305
C13 2.877 2.119 -0.329
C14 3.149 3.362 0.235
C15 4.014 4.244 -0.403
C16 4.611 3.896 -1.606
C17 4.332 2.662 -2.181
C18 3.464 1.784 -1.551
C19 2.571 -0.595 0.599
C20 3.955 -0.673 0.733
C21 4.564 -1.899 0.968
C22 3.797 -3.051 1.072
C23 2.418 -2.981 0.930
C24 1.809 -1.760 0.687
H1 -4.259 2.081 -2.339
H2 -3.653 0.459 -1.953
H3 -2.566 1.833 -2.033
H4 -4.893 1.555 -0.050
H5 -2.600 3.583 -0.111
H6 -3.832 3.515 1.133
H7 -4.289 3.900 -0.523
H8 -3.152 -0.149 0.359
H9 -3.860 0.121 2.618
H10 -4.235 1.829 2.302
H11 -1.016 2.486 4.309
H12 0.989 2.925 5.637
H13 3.230 2.398 4.685
H14 3.396 1.525 2.404
H15 2.673 3.660 1.161
H16 4.217 5.209 0.046
H17 5.287 4.584 -2.098
H18 4.783 2.385 -3.125
H19 3.233 0.833 -2.018
H20 4.565 0.219 0.647
H21 5.641 -1.953 1.068
H22 4.275 -4.006 1.249
H23 1.816 -3.879 0.983
H24 0.737 -1.714 0.523
C25 -3.530 -9.869 -0.702
C26 -3.182 -8.399 -0.729
O2 -3.933 -7.541 -0.362
S1 -1.503 -8.102 -1.291
C27 -1.451 -6.336 -1.334
C28 -1.376 -5.601 -0.156
C29 -1.295 -4.221 -0.202
C30 -1.273 -3.543 -1.425
C31 -1.353 -4.291 -2.602
C32 -1.447 -5.673 -2.556
C33 -1.142 -2.112 -1.465
C34 -0.963 -0.905 -1.521
H25 -4.140 -10.071 0.175
H26 -2.645 -10.504 -0.705
H27 -4.119 -10.092 -1.593
H28 -1.384 -6.116 0.797
H29 -1.243 -3.648 0.716
H30 -1.336 -3.774 -3.552
H31 -1.511 -6.244 -3.474
O3 -0.018 4.922 0.879
C35 0.172 4.573 -0.264
C36 0.664 5.482 -1.389
C37 0.759 4.559 -2.604
C38 0.253 3.259 -2.046
O4 0.089 2.188 -2.691
N2 -0.032 3.286 -0.746
H32 1.616 5.920 -1.090
H33 -0.046 6.299 -1.515
H34 1.780 4.410 -2.961
H35 0.151 4.856 -3.457



Computed HOMO-LUMO gap (eV) in order:
9.96 4.32 10.50 7.97
Computed LUMO level (eV) in order:
1.15 -4.06 1.09 0.08
Computed max |F| (eV Å⁻¹) in order:
0.3 3.2 0.6 0.5